{"formula": "C4H6O2", "method": "ωB97M-V with the def2-TZVPD basis set", "lumo_energy_ev": 1.1, "e_homo_ev": -8.972, "orbital_gap_ev": 10.06, "total_energy_ha": -306.356562, "de_lowest_kcal_mol": 94.0, "elements": ["O", "C", "C", "C", "C", "O", "H", "H", "H", "H", "H", "H"], "positions_angstrom": [[-2.87, -1.25, -0.59], [-1.88, -1.43, -0.06], [0.23, -0.07, -1.09], [0.48, 0.97, -0.29], [1.51, 0.09, 0.37], [1.11, -0.98, -0.54], [-1.41, 0.17, 1.52], [-0.36, -0.31, -1.97], [-0.91, 0.65, 1.25], [0.18, 2.01, -0.22], [1.38, -0.23, 1.42], [2.54, 0.38, 0.18]]}